The following is a DFT calculation (ωB97M-V/def2-TZVPD) of a cluster of 8 separate species, C31H55N5O6 in total at a distorted geometry.

Cartesian coordinates (Å):
C  -8.92609  5.66653  -24.71086
N  -9.31489  4.71304  -23.68106
C  -9.25682  4.99669  -22.43015
C  -8.21716  6.01666  -21.91906
O  -10.04508  4.50733  -21.62132
H  -8.00616  5.43095  -25.24595
H  -8.74801  6.71055  -24.45313
H  -9.70692  5.86672  -25.44456
H  -9.89814  3.94421  -23.97908
H  -7.56191  6.24281  -22.76024
H  -7.62115  5.64616  -21.08503
H  -8.76443  6.87797  -21.53600
C  -15.41728  -4.23259  -26.43671
N  -14.60822  -3.02818  -26.62938
C  -13.28786  -2.96856  -26.50965
C  -12.63688  -1.57082  -26.69379
O  -12.57877  -3.99577  -26.41352
H  -16.00079  -4.36782  -27.34738
H  -16.26220  -4.15194  -25.75282
H  -14.87333  -5.09898  -26.06039
H  -15.12710  -2.16367  -26.68845
H  -13.22843  -0.67715  -26.49497
H  -12.27406  -1.45204  -27.71474
H  -11.81255  -1.59548  -25.98106
C  -13.60443  2.84366  -20.75129
N  -13.51980  2.79846  -19.24148
C  -14.69391  2.76565  -18.53280
C  -14.59570  3.06862  -17.06449
O  -15.75333  2.71749  -19.07906
H  -12.61942  2.84621  -21.21800
H  -14.15679  3.71586  -21.10094
H  -14.22610  2.02910  -21.12294
H  -12.68078  2.59609  -18.71688
H  -15.35631  2.51925  -16.50972
H  -14.76865  4.10685  -16.78118
H  -13.59750  2.73724  -16.77837
C  -8.18171  0.19448  -21.15584
C  -8.04139  -0.84014  -22.07523
C  -9.01931  -1.15150  -23.03024
N  -10.16796  -0.45223  -23.22492
C  -10.33720  0.55836  -22.29474
C  -9.40443  0.87158  -21.27314
H  -7.36438  0.41028  -20.48368
H  -7.07361  -1.30089  -22.20758
H  -8.74319  -1.81261  -23.83838
H  -11.24195  1.14812  -22.29053
H  -9.54116  1.84747  -20.83116
C  -16.50426  -1.58492  -22.05946
C  -16.05084  -1.46985  -20.75355
C  -14.78451  -0.85082  -20.56732
N  -13.96991  -0.49984  -21.53649
C  -14.43936  -0.59746  -22.80092
C  -15.71100  -1.13175  -23.10454
H  -17.44978  -2.07740  -22.23227
H  -16.59990  -1.88008  -19.91891
H  -14.39309  -0.62714  -19.58592
H  -13.76980  -0.10361  -23.48954
H  -15.96677  -1.24711  -24.14746
C  -8.25150  4.50925  -28.67352
C  -8.58309  4.46912  -30.13042
C  -10.06127  4.38202  -30.02700
O  -10.33264  3.66387  -28.77656
C  -9.12690  3.49775  -28.02302
H  -8.45802  5.52996  -28.35166
H  -7.19427  4.31043  -28.49797
H  -8.29154  3.58753  -30.70128
H  -8.19896  5.31793  -30.69616
H  -10.43923  3.88010  -30.91768
H  -10.36734  5.42553  -29.95266
H  -8.69501  2.53990  -28.31304
H  -9.17840  3.71532  -26.95619
C  -13.31038  3.52900  -25.20266
C  -12.66789  2.63863  -26.17062
C  -11.59529  1.99446  -25.31175
O  -11.46631  2.83538  -24.10829
C  -12.20657  4.08530  -24.29762
H  -13.95178  2.99326  -24.50289
H  -13.74694  4.44824  -25.59319
H  -12.21829  3.28712  -26.92257
H  -13.34591  1.89016  -26.58074
H  -10.61682  2.00028  -25.79201
H  -12.06922  1.02927  -25.13320
H  -11.53824  4.83785  -24.71608
H  -12.56183  4.32102  -23.29446
C  -12.56411  7.21410  -21.70551
C  -12.85352  7.60603  -23.16498
C  -13.35046  9.03363  -23.01565
O  -13.22077  9.45417  -21.66721
C  -12.99086  8.29783  -20.78679
H  -11.48052  7.21092  -21.58750
H  -12.87189  6.22244  -21.37390
H  -13.70485  7.09320  -23.61258
H  -12.02035  7.61645  -23.86770
H  -14.38134  9.11654  -23.35993
H  -12.78005  9.66807  -23.69404
H  -13.95573  8.13536  -20.30644
H  -12.24140  8.63705  -20.07168

Total charge = 0
E_HOMO = -9.0 eV
Electronic energy = -1939.2919 a.u.
Maximum force = 0.0980 Eh/bohr
Gap between HOMO and LUMO = 9.5 eV
Multiplicity = 1